Record 1
{
  "formula": "H8O4",
  "method": "ωB97M-V/def2-TZVPD",
  "total_charge": 0,
  "mol_weight_g_mol": 72.06,
  "orbital_gap_ev": 11.48,
  "e_homo_ev": -11.090,
  "symbols": ["O", "H", "H", "O", "H", "H", "O", "H", "H", "O", "H", "H"],
  "positions_angstrom": [[-1.43, 3.24, -1.21], [-1.28, 3.72, -2.02], [-2.43, 3.27, -1.03], [-0.33, 0.78, -1.10], [0.54, 0.86, -0.86], [-0.56, 1.67, -1.36], [2.72, -3.49, 1.63], [2.08, -3.01, 1.19], [2.01, -4.07, 2.05], [-0.10, -1.20, 0.93], [-0.14, -0.32, 0.90], [-1.09, -1.45, 0.87]],
  "mulliken_charge": [-0.701, 0.334, 0.337, -0.638, 0.303, 0.366, -0.626, 0.296, 0.318, -0.598, 0.290, 0.319]
}

***

Record 2
{
  "formula": "H8O4",
  "method": "ωB97M-V/def2-TZVPD",
  "total_charge": 0,
  "mol_weight_g_mol": 72.06,
  "orbital_gap_ev": 10.58,
  "e_homo_ev": -10.624,
  "symbols": ["O", "H", "H", "O", "H", "H", "O", "H", "H", "O", "H", "H"],
  "positions_angstrom": [[0.36, -2.65, 2.92], [0.38, -2.23, 2.05], [-0.45, -2.33, 3.32], [-0.19, -1.33, 0.48], [-0.06, -0.51, -0.01], [-1.03, -1.67, 0.17], [1.58, 2.67, -1.11], [0.98, 3.42, -1.19], [1.02, 1.89, -1.19], [-0.82, 0.78, -1.44], [-0.42, 0.41, -2.24], [-1.32, 1.55, -1.76]],
  "mulliken_charge": [-0.641, 0.410, 0.288, -0.672, 0.348, 0.293, -0.650, 0.296, 0.373, -0.699, 0.352, 0.303]
}

***

Looking at energy relative to the best compared isomer or geometry (same formula, charge and spin) for the records above, in order, we have 39.7; 18.9 kcal per mole.